Here is a structure of composition C64H49N7O3P2S3Sc from OMol25. Energies are from ωB97M-V/def2-TZVPD.

Structure (XYZ):
```
129
Properties=species:S:1:pos:R:3:forces:R:3
Sc -0.215 0.251 0.127 0.247 1.337 -0.824
O 0.595 -3.346 -1.586 -0.227 -1.014 0.351
S 0.515 -1.893 -1.724 1.289 0.400 -1.118
C 2.265 -1.344 -1.520 -0.171 0.353 0.068
C 3.164 -1.886 -2.596 -0.099 -0.079 -0.251
C 4.058 -0.973 -2.941 -0.298 0.139 0.042
C 3.943 0.213 -2.025 0.159 -0.014 0.005
C 4.039 -1.146 0.097 -0.077 -0.549 -0.065
C 2.827 -1.674 -0.158 0.004 -0.114 0.360
P 1.837 -1.888 1.405 0.417 -0.704 0.229
C 3.108 -2.890 2.284 0.072 0.199 0.115
C 3.872 -2.433 3.347 -0.135 0.061 -0.107
C 4.798 -3.275 3.944 0.113 -0.079 0.126
C 4.955 -4.573 3.492 0.081 0.084 0.061
C 4.186 -5.035 2.435 0.003 -0.072 -0.044
C 3.267 -4.198 1.833 0.084 -0.005 0.030
C 0.495 -3.114 1.811 0.110 0.105 -0.217
C 0.174 -2.888 3.155 0.204 0.062 -0.131
C -0.877 -3.549 3.756 -0.038 -0.092 0.024
C -1.640 -4.440 3.017 -0.040 -0.045 0.007
C -1.312 -4.686 1.696 0.028 -0.075 0.022
C -0.242 -4.039 1.091 0.101 -0.142 0.017
C 0.492 -1.661 -3.523 -0.594 0.623 0.096
C 0.795 -2.769 -4.299 0.017 -0.352 0.194
C 0.823 -2.661 -5.676 -0.019 0.105 0.136
C 0.528 -1.442 -6.264 0.029 0.079 -0.039
C 0.158 -0.360 -5.488 0.164 -0.035 0.002
C 0.131 -0.446 -4.096 0.067 0.032 0.275
P -0.616 0.850 -3.002 0.243 0.336 -1.095
C 0.150 2.439 -3.531 0.009 -0.149 0.332
C 0.677 3.249 -2.527 -0.072 -0.237 0.095
C 1.266 4.463 -2.830 0.103 0.147 -0.040
C 1.360 4.876 -4.148 0.022 0.002 0.148
C 0.808 4.095 -5.151 -0.003 0.017 -0.114
C 0.183 2.901 -4.845 0.012 -0.010 -0.030
C -2.197 0.952 -3.936 -0.075 -0.065 0.340
C -2.891 2.154 -4.048 0.128 -0.080 0.096
C -4.119 2.189 -4.688 -0.109 0.050 -0.029
C -4.665 1.032 -5.219 -0.022 0.016 0.013
C -3.982 -0.168 -5.105 0.012 -0.072 -0.040
C -2.763 -0.210 -4.459 0.031 0.100 -0.067
H 3.074 -2.889 -2.959 0.054 -0.295 -0.101
H 4.852 -1.067 -3.657 0.180 -0.177 -0.167
H 4.266 1.161 -2.455 -0.024 -0.056 0.060
H 4.519 -1.326 1.051 -0.086 0.010 0.113
H 3.747 -1.420 3.704 -0.013 0.095 0.004
H 5.397 -2.920 4.769 0.048 0.055 0.086
H 5.679 -5.223 3.958 0.049 -0.068 0.065
H 4.301 -6.051 2.089 0.004 -0.081 -0.060
H 2.658 -4.557 1.015 -0.017 -0.069 -0.061
H 0.766 -2.187 3.737 -0.072 0.046 0.042
H -1.109 -3.358 4.793 -0.031 0.032 0.101
H -2.486 -4.935 3.468 -0.081 -0.059 0.058
H -1.898 -5.374 1.107 -0.074 -0.116 -0.009
H -0.008 -4.257 0.063 -0.021 0.034 0.081
H 0.985 -3.712 -3.806 0.032 -0.053 0.012
H 1.060 -3.519 -6.286 0.036 -0.082 -0.009
H 0.560 -1.339 -7.337 -0.047 0.004 -0.134
H -0.143 0.546 -5.984 -0.024 0.020 -0.015
H 0.602 2.926 -1.497 0.030 0.051 -0.066
H 1.650 5.085 -2.035 0.067 0.047 0.059
H 1.847 5.808 -4.390 0.024 0.115 -0.044
H 0.856 4.422 -6.179 -0.027 0.049 -0.078
H -0.301 2.356 -5.639 -0.022 -0.011 -0.027
H -2.466 3.065 -3.647 -0.005 0.038 0.029
H -4.653 3.123 -4.773 -0.020 0.091 -0.008
H -5.622 1.063 -5.717 -0.090 0.028 -0.066
H -4.399 -1.077 -5.513 -0.065 -0.060 -0.054
H -2.243 -1.154 -4.367 -0.022 -0.087 -0.017
C -4.470 -0.107 -1.799 0.062 0.048 0.188
C -5.180 1.043 -1.475 0.230 -0.173 0.005
C -4.569 1.993 -0.691 0.353 -0.109 -0.023
C -3.247 1.791 -0.248 -0.392 -0.721 -0.691
N -2.537 0.701 -0.621 -0.115 0.436 0.457
C -3.165 -0.221 -1.362 -0.138 -0.096 0.078
N -2.780 2.709 0.640 0.824 0.967 1.023
C -1.564 2.883 1.019 -1.330 0.117 -0.475
N -0.421 2.279 0.532 0.342 -0.021 -0.005
C 0.645 2.773 1.226 0.483 0.330 -0.357
N 1.917 2.536 1.098 -0.322 0.520 0.382
C 2.534 1.707 0.221 -0.637 -0.207 -0.560
C 3.979 1.917 0.345 0.684 -0.026 0.003
C 4.976 1.099 0.010 -0.163 -0.031 -0.061
C 4.774 -0.157 -0.777 -0.101 0.192 -0.123
C 2.447 0.177 -1.669 -0.066 0.093 -0.618
N 1.870 0.880 -0.546 0.194 0.158 0.333
C 0.194 3.758 2.211 -0.783 0.206 0.097
C 0.890 4.522 3.129 -0.015 -0.096 -0.147
C 0.158 5.409 3.909 0.123 -0.085 -0.021
C -1.221 5.504 3.770 -0.203 -0.072 -0.036
C -1.920 4.725 2.852 -0.005 -0.095 -0.148
C -1.195 3.849 2.068 0.786 0.138 0.389
H -4.919 -0.893 -2.382 0.023 -0.109 -0.039
H -6.196 1.175 -1.816 -0.079 0.024 -0.011
H -5.080 2.894 -0.392 0.025 0.060 0.126
H -2.589 -1.109 -1.617 -0.041 0.123 0.028
H 4.206 2.810 0.908 0.009 0.067 -0.003
H 5.990 1.361 0.277 0.070 0.147 0.084
H 5.750 -0.556 -1.078 -0.147 0.005 0.014
H 1.901 0.535 -2.561 0.308 -0.165 0.169
H 1.961 4.424 3.221 0.111 0.025 -0.015
H 0.664 6.037 4.629 0.007 -0.002 0.029
H -1.765 6.194 4.397 -0.054 0.077 0.029
H -2.990 4.801 2.743 -0.146 0.019 0.021
O -3.383 -2.692 0.492 0.076 -0.061 -0.211
C -3.827 -2.224 1.674 0.014 0.279 0.263
C -5.061 -2.682 2.136 0.053 -0.049 -0.164
C -5.556 -2.256 3.350 0.112 -0.016 -0.096
C -4.817 -1.382 4.139 0.032 0.081 0.149
C -3.598 -0.923 3.696 -0.094 -0.071 -0.096
C -3.095 -1.310 2.450 -0.296 -0.262 -0.252
C -1.798 -0.793 2.009 0.267 0.556 1.061
O -1.280 -1.152 0.858 -0.532 -1.496 0.293
N -1.185 0.017 2.825 -0.622 -0.011 0.021
N 0.108 0.370 2.464 -0.073 -0.032 -0.197
C 0.755 0.783 3.501 -0.287 -0.218 -0.190
S 2.447 1.166 3.489 0.258 0.063 0.674
C 2.598 1.068 5.322 0.008 -0.213 -0.405
C 1.340 1.667 5.896 -0.370 -0.109 -0.304
S -0.077 0.878 5.040 0.295 0.139 0.330
H -2.472 -2.356 0.372 -0.196 -0.144 -0.010
H -5.603 -3.382 1.521 -0.072 -0.074 -0.071
H -6.514 -2.616 3.693 -0.084 -0.048 0.020
H -5.197 -1.069 5.099 -0.023 0.044 0.103
H -2.994 -0.263 4.299 -0.028 0.104 0.063
H 3.489 1.620 5.616 0.046 0.003 -0.077
H 2.706 0.017 5.594 0.015 0.058 0.113
H 1.293 2.742 5.713 0.033 -0.028 0.072
H 1.235 1.466 6.960 0.008 -0.005 0.025
```
Forces are in eV/Å.

Its HOMO-LUMO gap is 6.5 eV. As for the net charge: +1. The value obtained for the largest force on an atom is 0.03409 hartree/bohr. The calculated total energy is -155517.4894 eV.

Löwdin atomic charge list, values in e, 8 entries: 0.884, -0.453, 0.966, -0.480, -0.028, 0.008, -0.177, -0.039